1.
Density functional theory data (ωB97M-V/def2-TZVPD) for 2 unconnected molecules or ions with the total composition C11H15N.

Geometry as XYZ:
```
27
Properties=species:S:1:pos:R:3:forces:R:3
C 0.406 -0.591 4.641 -0.12 0.64 -0.50
C 0.258 0.199 3.361 0.12 -1.08 -0.07
C -0.181 1.461 3.106 -0.43 0.29 -0.24
N -0.151 1.718 1.748 0.31 -0.52 -0.51
C 0.331 0.596 1.126 -0.77 -0.59 -1.82
C 0.399 0.308 -0.284 -0.57 0.51 2.81
C 0.881 -0.926 -0.600 1.86 0.27 -2.37
C 1.483 -1.806 0.326 -0.82 0.58 0.62
C 1.264 -1.573 1.667 0.51 0.01 -0.07
C 0.589 -0.392 2.084 0.73 0.48 -0.11
H -0.404 -1.311 4.775 -0.20 0.19 -0.03
H 0.368 0.151 5.458 0.53 -0.85 0.07
H 1.310 -1.228 4.532 -0.23 0.79 0.68
H -0.625 2.232 3.700 0.13 0.04 0.68
H -0.464 2.541 1.243 0.08 -0.33 0.56
H -0.014 1.059 -0.936 0.26 -0.17 -0.59
H 1.137 -1.043 -1.674 -0.58 -0.42 0.65
H 2.139 -2.614 0.018 -0.37 0.02 -0.13
H 1.782 -2.253 2.339 -0.46 0.17 0.37
C -0.659 0.728 -4.296 0.90 -0.68 -2.35
C -1.956 0.100 -4.791 -1.18 1.10 1.03
H -0.450 0.784 -3.248 0.01 -0.26 0.52
H 0.143 0.228 -4.900 -0.12 0.17 1.26
H -0.619 1.718 -4.732 -0.01 0.52 0.28
H -1.793 -0.380 -5.748 -0.39 0.39 -0.33
H -2.719 0.916 -4.751 0.34 -0.63 -0.94
H -2.455 -0.624 -4.166 0.48 -0.61 0.53
```
Positions in Å, forces in eV/Å.

Results
**E**: -482.87417 Eh
**Frontier orbital gap**: 8.795 eV
**Relative energy (zero: lowest compared OMol25 entry of this formula, charge and spin)**: 1.116 eV

These are the natural (NBO) partial charges, in e, on atoms 1 to 8: -0.6291 -0.0719 -0.0472 -0.5489 0.2190 -0.2571 -0.2205 -0.2415


2.
Density functional theory data (ωB97M-V/def2-TZVPD) for 2 unconnected molecules or ions with the total composition C4H14N2O.

Geometry as XYZ:
```
21
Properties=species:S:1:pos:R:3:forces:R:3
C 1.078 -0.378 2.238 -0.58 0.07 -0.93
N 0.248 -0.181 1.017 0.62 -0.74 0.88
C 0.573 1.004 0.237 -0.71 -0.14 -0.53
C 0.218 0.770 -1.259 0.70 -0.25 -0.09
C -1.174 0.218 -1.489 -1.40 0.21 1.74
N -2.250 1.059 -0.885 0.25 -0.76 -0.38
H 2.117 -0.182 1.985 0.08 0.10 0.20
H 0.715 0.266 3.040 0.40 0.08 0.24
H 0.987 -1.420 2.537 0.02 -0.01 0.15
H -0.698 -0.176 1.386 -0.13 0.10 -0.66
H 1.653 1.130 0.260 0.08 0.22 0.21
H 0.093 1.898 0.653 0.17 0.17 -0.12
H 0.967 0.033 -1.570 -0.19 -0.09 -0.28
H 0.431 1.667 -1.845 -0.17 0.16 0.07
H -1.269 -0.707 -0.920 0.32 -0.26 -0.19
H -1.532 -0.046 -2.476 0.64 0.24 -0.49
H -1.944 1.420 0.000 -0.05 0.31 0.23
H -2.527 1.815 -1.477 0.02 0.50 -0.22
O 0.447 -2.876 -0.617 -0.89 1.21 0.05
H 0.611 -1.969 -0.270 -0.23 -0.61 0.00
H 1.259 -3.344 -0.545 1.03 -0.52 0.11
```
Positions in Å, forces in eV/Å.

Results
**E**: -345.52481 Eh
**Frontier orbital gap**: 9.944 eV
**Relative energy (zero: lowest compared OMol25 entry of this formula, charge and spin)**: 1.398 eV

These are the natural (NBO) partial charges, in e, on atoms 1 to 8: -0.4103 -0.6600 -0.2222 -0.4193 -0.2371 -0.8413 0.1920 0.1753


3.
Density functional theory data (ωB97M-V/def2-TZVPD) for a molecular structure, C18H25AsBaBr2F6N4O2.

Geometry as XYZ:
```
59
Properties=species:S:1:pos:R:3:forces:R:3
Ba -0.410 -0.411 0.109 0.08 0.35 0.48
C -1.031 -1.254 3.782 0.00 0.01 -0.01
C -1.518 0.160 3.484 0.00 0.01 -0.03
N -0.549 0.950 2.708 -0.05 0.05 0.01
C 0.726 1.216 3.389 0.01 -0.01 -0.03
C 1.928 0.878 2.513 0.01 0.01 -0.03
N 1.854 -0.475 1.942 0.03 0.00 -0.06
C 1.876 -1.573 2.922 -0.01 0.00 -0.02
C 0.758 -2.584 2.688 -0.02 -0.01 -0.02
N -0.568 -1.956 2.575 0.00 -0.06 -0.03
H -0.226 -1.230 4.518 0.00 0.00 0.00
H -1.849 -1.795 4.262 0.00 0.00 0.00
H -2.431 0.103 2.886 0.00 0.00 0.00
H -1.783 0.645 4.433 0.01 -0.02 0.01
H -0.990 1.830 2.470 0.00 0.00 0.00
H 0.808 2.266 3.679 0.00 0.00 0.00
H 0.765 0.651 4.322 0.01 0.00 0.00
H 1.961 1.579 1.673 0.00 -0.01 -0.01
H 2.844 1.036 3.095 -0.02 -0.01 0.02
H 2.632 -0.580 1.301 0.01 0.00 0.01
H 2.827 -2.111 2.888 0.00 0.00 0.00
H 1.812 -1.158 3.928 0.00 -0.01 0.00
H 0.944 -3.111 1.749 0.00 -0.01 0.00
H 0.794 -3.333 3.489 0.02 0.02 0.01
H -1.231 -2.684 2.334 0.00 0.00 0.00
Br -0.774 4.144 -3.089 0.01 0.00 -0.01
C 0.578 2.889 -3.349 0.00 0.05 0.02
C 1.335 2.918 -4.500 0.00 -0.01 0.01
C 2.336 1.982 -4.704 0.00 0.00 0.00
Br 3.316 2.084 -6.287 0.00 0.00 -0.01
C 2.623 0.957 -3.740 -0.01 0.00 0.02
C 3.604 -0.033 -3.915 0.01 0.00 -0.01
C 3.776 -0.981 -2.940 0.00 -0.01 -0.01
C 2.972 -0.928 -1.799 0.01 0.00 0.00
N 2.055 0.002 -1.598 -0.07 0.00 -0.02
C 1.874 0.924 -2.555 -0.02 -0.01 0.02
C 0.795 1.905 -2.312 0.04 0.00 -0.05
O 0.113 1.866 -1.283 -0.06 0.06 0.04
H 1.145 3.671 -5.251 0.00 0.00 0.00
H 4.204 -0.047 -4.814 0.00 0.00 0.00
H 4.508 -1.767 -3.050 0.00 -0.01 0.01
H 3.068 -1.688 -1.033 0.01 0.00 0.00
C -5.221 0.648 0.041 0.00 -0.02 0.03
C -3.870 1.287 -0.072 0.03 0.06 -0.03
C -3.782 2.667 -0.643 0.01 -0.03 -0.04
O -2.866 0.686 0.283 -0.08 0.02 0.06
H -6.029 1.368 -0.069 0.00 -0.01 0.00
H -5.306 0.122 0.991 0.01 -0.01 0.00
H -5.305 -0.098 -0.752 -0.01 0.01 -0.02
H -4.292 2.693 -1.609 -0.01 0.01 0.00
H -2.746 2.978 -0.757 0.00 -0.01 0.00
H -4.320 3.359 0.010 0.00 -0.01 0.00
F 0.690 -2.617 -0.881 0.19 -0.29 -0.04
As -0.547 -3.029 -2.115 0.05 0.21 0.28
F 0.689 -3.144 -3.287 0.01 -0.02 -0.01
F -0.617 -1.264 -2.372 -0.02 -0.04 -0.48
F -1.805 -3.270 -3.227 -0.05 0.01 0.00
F -1.690 -2.682 -0.796 -0.10 -0.22 -0.08
F -0.453 -4.664 -1.662 -0.01 -0.02 0.00
```
Positions in Å, forces in eV/Å.

Results
**E**: -9078.97449 Eh
**Expectation value of S²**: 0.784
**Frontier orbital gap (spin up / spin down)**: 8.038 / 7.236 eV
**Charge**: +1
**2S+1**: 2
**Relative energy (zero: lowest compared OMol25 entry of this formula, charge and spin)**: 0.085 eV

These are the natural (NBO) partial charges, in e, on atoms 1 to 8: 1.8543 -0.2460 -0.2293 -0.6933 -0.2459 -0.2273 -0.6936 -0.2460


4.
Density functional theory data (ωB97M-V/def2-TZVPD) for 2 unconnected molecules or ions with the total composition C34H46BI2N2O7P.

Geometry as XYZ:
```
93
Properties=species:S:1:pos:R:3:forces:R:3
C 0.821 0.462 4.691 0.26 0.18 0.25
C -0.565 0.282 4.045 -0.19 -0.05 0.88
C -1.073 1.465 3.181 0.60 0.26 0.17
I -3.184 1.003 2.886 0.41 0.17 0.18
C -0.291 1.759 1.856 -0.38 -0.56 0.75
C 0.082 0.366 1.284 1.39 -0.09 -0.43
C 1.401 -0.138 1.412 -1.49 -0.29 -0.38
C 1.616 -1.408 0.899 1.42 -0.35 0.16
C 0.637 -2.166 0.263 -0.15 0.36 0.27
N -0.606 -1.702 0.146 0.49 -0.10 0.22
C -0.821 -0.495 0.663 -1.33 0.96 0.07
C 1.063 2.517 2.117 -1.04 -0.41 -1.00
O 1.548 2.926 3.132 0.06 -0.39 -0.82
O 1.547 2.678 0.844 0.68 0.44 1.04
C 0.479 3.075 -0.079 0.51 0.32 0.37
C 0.908 4.540 -0.473 0.56 0.28 0.09
C 1.860 5.298 0.519 -0.02 0.49 -0.52
C 3.344 5.158 0.154 -0.37 0.41 0.03
C 3.892 6.138 -0.688 0.17 -0.57 0.48
C 5.241 6.072 -1.016 0.39 0.65 -0.72
C 6.077 5.057 -0.565 -0.44 -0.43 0.40
C 5.528 4.087 0.276 0.11 0.25 -0.19
C 4.180 4.149 0.626 0.08 -0.44 0.33
B 0.644 2.264 -1.468 0.07 -1.34 -0.58
N 0.247 2.759 -2.766 -0.81 0.38 1.27
O 1.274 1.007 -1.484 0.09 0.83 0.28
C -0.818 2.846 0.846 0.17 0.82 -1.44
I -2.383 2.331 -0.586 -0.24 -0.22 0.23
C -1.221 4.272 1.349 -0.47 -0.64 1.30
C -2.374 4.481 2.375 -0.49 1.05 -0.30
C -3.784 4.622 1.780 -0.47 -0.53 0.22
C -4.895 4.077 2.433 -0.24 -0.08 0.18
C -6.178 4.196 1.906 -0.65 0.04 -0.35
C -6.418 4.864 0.705 0.48 0.10 0.04
C -5.327 5.449 0.067 -0.11 -0.02 -0.17
C -4.053 5.322 0.602 0.74 0.25 -0.01
H 1.674 0.338 4.013 -0.31 0.01 0.09
H 0.965 -0.246 5.524 -0.21 0.05 -0.42
H 0.914 1.463 5.141 -0.08 -0.29 -0.26
H -0.700 -0.704 3.574 0.26 0.46 -0.19
H -1.267 0.247 4.899 0.18 0.08 -0.36
H -0.959 2.357 3.821 -0.58 -0.23 -0.26
H 2.202 0.410 1.904 -0.13 -0.14 -0.25
H 2.623 -1.831 0.980 -0.34 0.08 -0.02
H 0.846 -3.168 -0.122 -0.04 0.37 0.02
H -1.855 -0.150 0.587 0.36 -0.25 -0.07
H 1.521 4.452 -1.389 -0.37 0.03 0.23
H 0.087 5.218 -0.743 -0.04 -0.51 0.08
H 1.659 5.114 1.580 0.18 -0.22 -0.29
H 1.644 6.370 0.357 -0.03 -0.37 0.21
H 3.264 6.957 -1.047 0.26 -0.23 0.05
H 5.659 6.854 -1.657 -0.12 -0.25 0.18
H 7.129 4.986 -0.839 -0.28 0.25 -0.01
H 6.164 3.292 0.670 -0.26 0.17 -0.09
H 3.790 3.382 1.294 0.00 0.30 -0.17
H -0.300 2.055 -3.255 0.55 -0.02 -0.27
H -0.352 3.577 -2.678 0.16 0.02 -0.30
H 2.213 1.139 -1.671 -0.11 -0.36 -0.05
H -0.340 4.742 1.818 -0.19 -0.19 -0.40
H -1.531 4.835 0.463 0.53 -0.08 0.26
H -2.188 5.489 2.801 0.15 -0.41 -0.07
H -2.383 3.816 3.243 0.02 -0.05 -0.40
H -4.806 3.526 3.370 0.25 0.22 -0.26
H -7.046 3.748 2.399 0.46 0.06 0.09
H -7.414 4.943 0.268 0.26 -0.08 0.25
H -5.453 5.992 -0.871 0.00 -0.13 0.28
H -3.217 5.793 0.077 -0.31 -0.09 0.04
C 3.222 -8.842 -2.795 -0.07 -0.02 0.13
C 2.798 -7.488 -3.334 0.25 -0.12 -0.07
O 1.377 -7.387 -3.427 0.22 -0.28 1.04
P 0.512 -7.064 -2.078 -2.82 0.86 -6.97
O 0.862 -5.639 -1.792 1.13 -1.50 3.18
O -0.953 -6.811 -2.795 0.02 -0.39 0.87
C -1.781 -5.715 -2.392 -0.10 0.26 -0.24
C -1.765 -4.637 -3.454 0.06 0.05 -0.17
O 0.138 -8.655 -1.859 1.34 1.30 2.04
C -1.112 -9.037 -1.257 -0.26 -0.35 0.28
C -1.975 -9.693 -2.312 0.05 0.05 -0.33
H 2.919 -8.958 -1.752 0.06 -0.01 0.00
H 4.305 -8.958 -2.853 -0.01 0.03 0.01
H 2.747 -9.645 -3.358 0.04 0.05 -0.06
H 3.194 -6.676 -2.717 -0.04 0.03 -0.03
H 3.186 -7.356 -4.345 -0.14 0.06 -0.02
H -1.474 -5.319 -1.424 0.11 0.03 -0.07
H -2.797 -6.103 -2.275 0.05 -0.13 -0.04
H -0.749 -4.290 -3.645 0.01 0.01 0.17
H -2.376 -3.785 -3.153 0.00 -0.02 0.02
H -2.149 -5.030 -4.397 -0.06 -0.01 0.05
H -1.615 -8.184 -0.801 0.02 0.05 -0.09
H -0.891 -9.754 -0.466 0.12 0.09 0.02
H -2.202 -9.002 -3.122 0.00 0.11 0.10
H -2.913 -10.045 -1.881 0.05 -0.02 0.08
H -1.451 -10.539 -2.759 -0.02 -0.05 0.14
```
Positions in Å, forces in eV/Å.

Results
**E**: -2921.03010 Eh
**Frontier orbital gap**: 8.603 eV

These are the Löwdin partial charges, in e, on atoms 1 to 8: -0.0924 -0.3285 -0.5725 1.0145 -0.2819 -0.1650 -0.0135 -0.0534


5.
Density functional theory data (ωB97M-V/def2-TZVPD) for 2 unconnected molecules or ions with the total composition C16H16ClFO3.

Geometry as XYZ:
```
37
Properties=species:S:1:pos:R:3:forces:R:3
C -5.521 -0.223 2.942 -0.42 -0.68 -1.11
C -5.583 -0.286 1.369 0.59 0.62 0.80
C -4.151 -0.204 0.757 -0.41 0.10 -1.22
C -3.889 -1.407 -0.190 -1.03 -0.40 0.72
O -2.528 -1.873 -0.173 -0.49 0.68 -0.76
C -1.627 -0.897 -0.375 -0.15 -0.13 0.24
C -0.479 -0.938 0.287 0.67 0.16 0.54
Cl -0.167 -2.209 1.444 0.18 0.68 -0.65
C 0.561 0.124 0.025 -1.10 0.26 0.03
O 1.722 -0.126 0.080 1.31 -0.17 0.38
C 0.052 1.503 -0.354 0.30 -0.97 0.59
C -1.096 1.547 -0.995 -0.30 0.15 0.11
C -1.809 0.250 -1.348 1.11 1.04 1.53
O -2.426 0.184 -2.352 -1.47 -0.53 -1.65
H -5.742 0.779 3.325 0.23 -0.28 0.03
H -4.530 -0.582 3.242 -0.30 0.26 0.27
H -6.266 -0.944 3.308 0.19 0.45 0.29
H -6.169 0.557 0.978 -0.02 -0.35 0.16
H -6.102 -1.211 1.089 0.26 0.22 -0.14
H -3.367 -0.109 1.521 -0.27 -0.30 -0.13
H -4.093 0.708 0.134 0.11 -0.17 0.37
H -4.266 -1.239 -1.211 0.46 0.18 0.25
H -4.491 -2.243 0.196 0.54 0.02 -0.11
H 0.637 2.385 -0.097 0.08 -0.34 -0.15
H -1.480 2.523 -1.292 -0.33 -0.52 -0.36
F 6.489 1.094 -3.574 0.02 0.02 -0.06
C 6.278 0.711 -2.299 -0.09 -0.12 0.38
C 4.989 0.696 -1.803 -0.14 0.06 -0.13
C 4.772 0.296 -0.491 0.13 0.01 0.11
C 5.848 -0.073 0.307 0.02 0.00 0.03
C 7.138 -0.048 -0.206 -0.18 0.02 -0.02
C 7.357 0.342 -1.520 0.25 0.01 -0.10
H 4.166 0.994 -2.440 0.03 -0.02 -0.02
H 3.764 0.273 -0.094 0.24 0.02 -0.12
H 5.679 -0.381 1.331 0.00 0.00 -0.03
H 7.977 -0.331 0.418 0.00 0.00 -0.04
H 8.354 0.360 -1.941 -0.03 0.02 -0.02
```
Positions in Å, forces in eV/Å.

Results
**E**: -1404.98626 Eh
**Frontier orbital gap**: 7.919 eV

These are the natural (NBO) partial charges, in e, on atoms 1 to 8: -0.6071 -0.3968 -0.4459 -0.0746 -0.4662 0.2143 -0.1428 0.0473


6.
Density functional theory data (ωB97M-V/def2-TZVPD) for C4H7NO2 in the gas phase.

Geometry as XYZ:
```
14
Properties=species:S:1:pos:R:3:forces:R:3
C -1.187 -1.096 -0.083 -0.13 -0.09 0.01
C -0.406 0.180 -0.013 -0.08 0.23 0.13
N -0.864 1.277 0.454 0.38 -0.48 -0.27
O -2.174 1.090 0.889 -0.26 0.23 0.20
C 0.943 0.173 -0.649 0.12 0.12 -0.19
C 2.244 0.241 0.032 0.09 0.21 0.07
O 1.709 -0.997 -0.405 0.12 -0.33 -0.04
H -2.138 -0.907 -0.588 0.06 -0.09 0.05
H -0.625 -1.871 -0.607 -0.07 0.14 0.08
H -1.424 -1.454 0.923 0.01 0.05 -0.10
H -2.440 1.966 1.194 0.11 -0.10 -0.04
H 0.928 0.446 -1.709 -0.01 0.06 0.22
H 3.094 0.593 -0.551 -0.07 -0.01 0.13
H 2.341 0.359 1.113 -0.27 0.05 -0.25
```
Positions in Å, forces in eV/Å.

Results
**E**: -361.74689 Eh
**Frontier orbital gap**: 10.721 eV
**Relative energy (zero: lowest compared OMol25 entry of this formula, charge and spin)**: 3.646 eV

These are the natural (NBO) partial charges, in e, on atoms 1 to 8: -0.6853 0.1905 -0.1242 -0.5779 0.0186 -0.0924 -0.4915 0.2383